Formula: C33H34Cl2LaN7O9S
Source: the Open Molecules 2025 dataset
Level of theory: ωB97M-V with the def2-TZVPD basis set

As for the charge: -2. The electronic energy is -100366.6414 eV. As for the energy above the lowest of the compared OMol25 structures with the same formula, charge and spin: 0.0 kcal per mole.

Last column: Löwdin charge in e.
CARTESIAN COORDINATES (ANGSTROEM)
La1 0.06916 -0.01385 -0.56526  2.117
C1 -2.06583 -3.81696 0.94064  -0.212
C2 -2.71881 -3.73653 -0.44267  -0.180
C3 -2.24867 -2.58999 -1.35381  -0.237
N1 -2.18124 -1.34729 -0.60259  -0.088
C4 -3.27776 -0.68419 -0.34873  -0.266
C5 -4.48329 -0.82119 -1.09842  -0.048
C6 -5.77168 -0.36981 -0.89026  -0.135
C7 -6.36022 0.24205 0.20453  -0.164
C8 -5.65894 0.57547 1.36299  -0.137
C9 -4.31210 0.57139 1.62372  -0.047
C10 -3.16516 0.30588 0.78633  -0.257
N2 -1.98586 0.75699 1.05608  -0.032
C11 -1.89341 1.73326 2.13366  -0.236
C12 -0.52424 2.39298 2.19505  -0.184
C13 0.50685 1.50938 2.87728  -0.243
N3 0.67195 0.24882 2.18030  -0.034
C14 0.92393 -0.81799 2.87228  -0.264
C15 0.81887 -0.94602 4.30020  -0.053
C16 1.39049 -1.84450 5.18108  -0.153
C17 2.31205 -2.86189 4.98339  -0.172
C18 2.76763 -3.25344 3.71943  -0.141
C19 2.30822 -2.91443 2.47684  -0.057
C20 1.19814 -2.07307 2.08129  -0.263
N4 0.47708 -2.24759 1.02365  -0.007
C21 0.47010 -3.57354 0.41124  -0.246
C22 -0.66298 -4.41931 0.99946  -0.183
H1 -2.71844 -4.41320 1.58761  0.098
H2 -2.04213 -2.81577 1.37595  0.098
H3 -3.79824 -3.61632 -0.30013  0.099
H4 -2.58126 -4.68335 -0.98006  0.104
H5 -2.92136 -2.54518 -2.21930  0.096
H6 -1.25994 -2.80238 -1.76024  0.074
H7 -4.34696 -1.34476 -2.03624  0.085
H8 -6.44333 -0.58182 -1.72126  0.089
H9 -7.42779 0.42322 0.17886  0.070
H10 -6.26797 0.90842 2.20255  0.088
H11 -4.05356 0.88079 2.62969  0.077
H12 -2.09307 1.25109 3.10406  0.115
H13 -2.67229 2.49546 1.99918  0.118
H14 -0.60514 3.33217 2.75409  0.110
H15 -0.20942 2.67322 1.18964  0.076
H16 0.19599 1.38699 3.92125  0.088
H17 1.48110 2.02025 2.91587  0.108
H18 0.17308 -0.21387 4.76920  0.074
H19 1.09520 -1.68227 6.21730  0.085
H20 2.72018 -3.35956 5.85508  0.066
H21 3.59934 -3.95688 3.71275  0.089
H22 2.81585 -3.36517 1.63238  0.091
H23 1.41308 -4.10882 0.54816  0.094
H24 0.34610 -3.45448 -0.66159  0.067
H25 -0.41515 -4.63021 2.04575  0.106
H26 -0.65814 -5.38560 0.47736  0.104
Cl1 -1.66524 4.06576 -7.38706  0.554
C23 -1.14473 3.06014 -6.03654  -0.683
C24 0.01559 2.28077 -6.16868  -0.129
C25 0.44607 1.48727 -5.14122  0.004
C26 -0.26508 1.42512 -3.89505  -0.368
O1 0.14140 0.69206 -2.95127  -0.210
C27 -1.43482 2.23623 -3.80095  -0.137
C28 -2.21971 2.25253 -2.58644  -0.211
O2 -2.02570 1.57744 -1.59112  -0.057
C29 -1.85480 3.04146 -4.86735  -0.085
H27 0.57015 2.31860 -7.09902  0.091
H28 1.34298 0.88865 -5.22844  0.111
H29 -3.08540 2.94519 -2.59933  0.128
H30 -2.74300 3.65304 -4.75299  0.106
O3 -0.45110 4.31856 -1.58074  0.030
N5 0.64278 3.99230 -1.12912  -0.533
O4 1.58800 4.80996 -1.04973  -0.047
O5 0.84480 2.80195 -0.72270  -0.159
S1 3.50821 0.29808 0.80530  1.017
C30 3.91137 1.85041 1.25659  -0.584
N6 3.18593 2.89184 0.76002  0.114
C31 3.45954 4.15779 1.12463  -0.050
C32 4.47302 4.40242 2.00380  -0.059
C33 5.18754 3.27835 2.47395  -0.151
N7 4.94312 2.04644 2.12722  0.068
H31 2.38270 2.70981 0.10891  0.101
H32 2.82181 4.89487 0.65665  0.109
H33 4.71093 5.40547 2.31918  0.089
H34 6.00265 3.41564 3.18000  0.103
O6 2.93096 -2.20061 -1.00389  -0.511
Cl2 2.39051 -1.94963 -2.34657  0.858
O7 2.34149 0.58606 -0.17462  -0.836
O8 2.80004 -0.64046 -2.81123  -0.470
O9 0.86264 -1.88298 -2.14035  -0.648

Formula: C33H34ClNOPPtS
Source: the Open Molecules 2025 dataset
Level of theory: ωB97M-V with the def2-TZVPD basis set

As for the charge: +1. The electronic energy is -74199.8971 eV. As for the energy above the lowest of the compared OMol25 structures with the same formula, charge and spin: 3.5 kcal per mole.

Last column: Löwdin charge in e.
CARTESIAN COORDINATES (ANGSTROEM)
Pt1 -0.13667 -1.03517 -0.35357  1.127
C1 -1.15463 0.69411 5.39103  -0.061
C2 -1.58356 1.75087 4.60053  -0.060
C3 -1.16612 1.85133 3.28167  -0.079
C4 -0.31345 0.88890 2.74230  -0.366
C5 0.10549 -0.17934 3.53870  -0.137
C6 -0.31113 -0.27005 4.85883  -0.059
P1 0.23805 0.92367 1.01213  1.016
C7 1.91588 1.62485 1.06186  -0.330
C8 2.37402 2.36628 -0.02862  -0.096
C9 3.64526 2.91924 -0.01159  -0.076
C10 4.47668 2.72227 1.08419  -0.074
C11 4.03301 1.97060 2.16185  -0.066
C12 2.75591 1.42501 2.15436  -0.075
C13 -0.69960 2.13498 0.06813  -0.322
C14 -0.78899 3.46124 0.41116  -0.081
C15 -1.45893 4.37200 -0.42461  -0.049
C16 -1.98772 3.93809 -1.60794  -0.007
C17 -1.86848 2.58949 -2.01952  -0.155
C18 -2.34935 2.16887 -3.28356  -0.024
C19 -2.16067 0.88347 -3.68808  -0.052
C20 -1.51780 -0.05129 -2.84202  -0.087
C21 -1.08047 0.29273 -1.59229  -0.248
C22 -1.22396 1.65616 -1.16667  -0.196
H1 -1.48233 0.62012 6.41943  0.112
H2 -2.24852 2.50002 5.00935  0.112
H3 -1.53239 2.66495 2.67232  0.091
H4 0.74940 -0.94350 3.11899  0.042
H5 0.02044 -1.09992 5.46895  0.114
H6 1.73197 2.52426 -0.88512  0.114
H7 3.98373 3.51156 -0.85197  0.112
H8 5.46641 3.15938 1.09982  0.112
H9 4.67540 1.81861 3.01910  0.113
H10 2.41695 0.85833 3.01101  0.101
H11 -0.31730 3.82179 1.31729  0.116
H12 -1.53634 5.41125 -0.13565  0.113
H13 -2.49393 4.63299 -2.26705  0.122
H14 -2.84643 2.88839 -3.92195  0.119
H15 -2.50305 0.55971 -4.66231  0.112
H16 -1.38798 -1.06041 -3.20791  0.101
C23 -2.81337 -0.53188 1.01844  -0.045
N1 -1.99403 -1.61682 0.42714  -0.363
C24 -1.81822 -2.66899 1.46511  -0.089
C25 -2.78600 -2.20305 -0.70351  -0.140
C26 -1.88213 -3.04392 -1.53664  -0.267
C27 -2.33094 -4.13472 -2.26662  -0.026
C28 -1.44142 -4.84054 -3.06291  -0.070
C29 -0.11041 -4.45635 -3.10288  -0.070
C30 0.33649 -3.37225 -2.35395  -0.109
C31 -0.54690 -2.64615 -1.57092  -0.285
H17 -3.80295 -0.93380 1.24572  0.112
H18 -2.91129 0.28771 0.31149  0.091
H19 -2.35645 -0.18608 1.93933  0.074
H20 -2.80848 -2.97007 1.81283  0.107
H21 -1.24013 -2.26698 2.29135  0.057
H22 -1.29172 -3.51711 1.03874  0.075
H23 -3.18566 -1.36685 -1.27875  0.125
H24 -3.62422 -2.76074 -0.27933  0.139
H25 -3.37207 -4.43171 -2.21533  0.119
H26 -1.78215 -5.69038 -3.63852  0.108
H27 0.59411 -5.01115 -3.70915  0.108
H28 1.38861 -3.13156 -2.38539  0.046
Cl1 1.28594 -2.45358 1.04674  0.071
C32 3.61077 -0.64982 -2.85802  -0.212
S1 2.85136 -1.36537 -1.41446  0.878
C33 4.01568 -0.81404 -0.18581  -0.241
O1 1.60703 -0.44222 -1.31040  -0.685
H29 3.70686 0.42536 -2.71581  0.067
H30 2.96417 -0.86821 -3.70509  0.067
H31 4.58456 -1.11669 -3.00120  0.072
H32 4.95484 -1.33058 -0.38858  0.077
H33 3.62174 -1.12273 0.77801  0.015
H34 4.13759 0.26541 -0.24418  0.044

Formula: C33H34IN4O3RuS
Source: the Open Molecules 2025 dataset
Level of theory: ωB97M-V with the def2-TZVPD basis set

As for the charge: +2. The electronic energy is -68379.8022 eV. The spin multiplicity is 6.

Last column: Löwdin spin population.
CARTESIAN COORDINATES (ANGSTROEM)
Ru1 0.41888 -0.15138 -0.31202  3.889
C1 0.77392 -2.43152 4.09168  0.001
C2 1.75847 -1.40174 3.54425  0.008
C3 3.13874 -1.58278 4.19460  0.005
C4 1.88968 -1.44150 2.03661  0.073
C5 2.77164 -0.57373 1.37555  0.066
C6 3.05436 -0.71215 0.01880  0.052
C7 2.43986 -1.71012 -0.75711  0.037
C8 2.85927 -1.98071 -2.17429  0.005
C9 1.47302 -2.50167 -0.11807  0.043
C10 1.20743 -2.36895 1.24694  0.064
H1 0.71041 -2.33370 5.17509  0.000
H2 1.10584 -3.45046 3.87507  0.000
H3 -0.23592 -2.30207 3.69081  0.000
H4 1.39551 -0.40677 3.81949  0.003
H5 3.56844 -2.54980 3.92157  0.000
H6 3.03586 -1.55302 5.27904  0.001
H7 3.84533 -0.80188 3.91013  0.000
H8 3.30260 0.18224 1.94362  0.001
H9 3.82127 -0.10105 -0.44043  0.002
H10 2.14276 -1.57253 -2.88808  0.002
H11 2.93773 -3.05430 -2.34473  0.001
H12 3.82091 -1.51981 -2.38797  0.000
H13 0.99648 -3.29860 -0.67567  0.001
H14 0.49701 -3.04600 1.70138  0.002
S1 -6.35449 -2.96760 2.15435  0.000
N1 -5.64540 -3.11334 0.71947  0.000
C11 -4.50538 -2.44939 0.80216  0.001
C12 -3.51657 -2.33208 -0.25778  0.004
C13 -3.67318 -2.88196 -1.53155  -0.001
C14 -2.66913 -2.72300 -2.46022  0.005
C15 -1.51698 -2.03820 -2.09241  0.012
N2 -1.35745 -1.52266 -0.87863  0.125
C16 -2.34856 -1.63245 0.02490  0.010
C17 -2.16445 -0.94698 1.30307  0.008
N3 -1.05888 -0.18735 1.43989  0.084
C18 -0.85650 0.47155 2.57820  0.010
C19 -1.73407 0.39064 3.65174  0.003
C20 -2.86776 -0.38082 3.52427  0.002
C21 -3.10298 -1.05495 2.32457  0.002
C22 -4.29343 -1.84803 2.06507  0.001
N4 -5.27312 -2.06352 2.92603  0.000
H15 -4.58518 -3.41716 -1.76743  0.000
H16 -2.75907 -3.12087 -3.46157  0.001
H17 -0.70051 -1.91195 -2.79222  0.002
H18 0.01403 1.11373 2.61234  0.001
H19 -1.52724 0.94220 4.55893  0.000
H20 -3.58709 -0.47024 4.32966  0.000
I1 0.29241 4.44446 -7.98678  0.002
C23 0.30576 3.32809 -6.23544  0.004
C24 -0.84320 2.65027 -5.84594  0.000
C25 -0.83624 1.91566 -4.67328  0.005
C26 0.32218 1.84312 -3.90607  0.007
C27 1.47597 2.51378 -4.31050  0.005
C28 1.46657 3.26745 -5.47257  0.000
C29 0.31873 1.08502 -2.65428  0.022
O1 1.41129 0.71244 -2.09716  0.147
O2 -0.75881 0.77300 -2.06626  0.164
H21 -1.73675 2.70319 -6.45178  0.000
H22 -1.73078 1.39571 -4.35296  0.001
H23 2.37803 2.43862 -3.71473  0.001
H24 2.35403 3.80114 -5.78552  0.000
C30 2.54975 3.21022 1.38747  0.002
C31 1.98744 2.63632 0.10595  0.005
O3 0.65814 2.08177 0.30769  0.096
C32 -0.35843 3.13105 0.24246  0.007
C33 -1.76849 2.60613 0.35915  0.001
H25 3.59808 3.47452 1.23633  0.000
H26 2.49254 2.48067 2.20089  0.000
H27 2.02427 4.11356 1.69900  0.000
H28 2.60546 1.83446 -0.27717  0.000
H29 1.92367 3.39393 -0.67514  0.001
H30 -0.22357 3.64731 -0.70843  0.001
H31 -0.14787 3.83483 1.04491  0.002
H32 -1.93840 1.77506 -0.32015  0.001
H33 -2.45077 3.40681 0.07225  0.000
H34 -2.01716 2.30986 1.37900  0.000

The lowest charge belongs to which entry?
C33H34Cl2LaN7O9S

charge of number 3 (C33H34IN4O3RuS)?
+2